i | Entry from the OMol25 dataset: a structure of composition C23H19MoN5O8 (wB97M-V/def2-TZVPD).

highest occupied orbital energy (alpha / beta) = -7.697 / -7.698 eV
E_LUMO (alpha / beta) = -1.39 / -1.39 eV

Geometry (Å):
1 Mo -0.1026 -0.1182 0.1548
2 O -4.5703 -1.4956 0.3707
3 C -5.0676 -0.3685 -0.1686
4 C -6.4111 -0.3742 -0.5416
5 C -6.9866 0.7481 -1.0992
6 C -6.2306 1.9003 -1.3122
7 C -4.9029 1.9166 -0.9497
8 C -4.3030 0.7944 -0.3638
9 C -2.9024 0.8579 0.0397
10 O -2.2698 -0.2278 0.3808
11 N -2.2745 2.0023 0.0828
12 N -0.9919 1.7770 0.4399
13 C -0.3414 2.7809 0.9333
14 C 1.0102 2.5320 1.2870
15 C 1.8593 3.5155 1.8051
16 C 3.1747 3.2137 2.0551
17 C 3.6332 1.9399 1.7224
18 C 2.7414 1.0189 1.2216
19 N 1.4336 1.2613 1.0680
20 H -3.6128 -1.3851 0.5090
21 H -6.9746 -1.2839 -0.3809
22 H -8.0320 0.7273 -1.3786
23 H -6.6849 2.7758 -1.7560
24 H -4.2893 2.7919 -1.1139
25 H -0.8350 3.7377 1.0338
26 H 1.4573 4.5051 1.9757
27 H 3.8522 3.9441 2.4762
28 H 4.6700 1.6621 1.8400
29 H 3.1009 0.0493 0.9131
30 O 0.7216 1.8713 -3.3793
31 C 0.3453 1.0953 -2.5344
32 O 0.7540 1.0407 -1.2973
33 C -0.6508 0.0032 -2.7867
34 C -1.3286 -0.2546 -3.9599
35 C -2.1865 -1.3444 -4.0057
36 C -2.2906 -2.1660 -2.8902
37 C -1.5878 -1.8357 -1.7532
38 N -0.8214 -0.7387 -1.6882
39 C -1.5335 -2.6478 -0.4890
40 O -2.1005 -3.7088 -0.3779
41 O -0.7729 -2.0865 0.4085
42 H -1.1675 0.3962 -4.8076
43 H -2.7478 -1.5685 -4.9023
44 H -2.9013 -3.0581 -2.8800
45 N -0.2095 -0.5299 2.4167
46 C 1.0001 -1.1361 3.0201
47 C 1.4784 -2.3591 2.2454
48 C 2.1446 -2.0693 0.8871
49 O 3.1973 -2.6058 0.6171
50 O 1.5455 -1.2283 0.0845
51 H -0.5030 0.2787 2.9539
52 H -0.9595 -1.2138 2.4609
53 H 0.7927 -1.4260 4.0532
54 H 1.7829 -0.3822 3.0485
55 H 0.6425 -3.0312 2.0440
56 H 2.2132 -2.8975 2.8401

***

ii | Entry from the OMol25 dataset: a structure of composition C23H19MoN5O8 (wB97M-V/def2-TZVPD).

highest occupied orbital energy = -7.798 eV
E_LUMO = -1.16 eV

Geometry (Å):
1 Mo -0.1459 0.0435 -0.8107
2 O 2.2702 2.5655 3.4621
3 C 3.0659 1.5158 3.2017
4 C 4.0885 1.2473 4.1126
5 C 4.9428 0.1844 3.9108
6 C 4.8043 -0.6414 2.7956
7 C 3.7970 -0.3834 1.8924
8 C 2.9169 0.6882 2.0750
9 C 1.8561 0.9022 1.0873
10 O 1.7492 0.1089 0.0801
11 N 1.0191 1.9105 1.2293
12 N 0.1309 1.8714 0.2007
13 C -0.4662 2.9571 -0.1677
14 C -1.1455 2.8385 -1.4180
15 C -1.8630 3.8582 -2.0432
16 C -2.3896 3.6316 -3.2925
17 C -2.1860 2.3915 -3.8987
18 C -1.4815 1.4217 -3.2266
19 N -0.9617 1.6355 -2.0055
20 H 1.5983 2.6312 2.7498
21 H 4.1836 1.8942 4.9743
22 H 5.7286 -0.0078 4.6302
23 H 5.4776 -1.4732 2.6414
24 H 3.6639 -1.0053 1.0173
25 H -0.3269 3.8840 0.3721
26 H -1.9853 4.8059 -1.5372
27 H -2.9491 4.4054 -3.8008
28 H -2.5718 2.1784 -4.8849
29 H -1.3034 0.4459 -3.6516
30 O 1.5382 -1.9460 -3.9404
31 C 1.1249 -1.6016 -2.8675
32 O 0.7598 -0.3659 -2.5518
33 C 0.9703 -2.5571 -1.7128
34 C 1.3421 -3.8846 -1.6740
35 C 1.1249 -4.5857 -0.4928
36 C 0.5590 -3.9541 0.6073
37 C 0.2112 -2.6247 0.4817
38 N 0.4147 -1.9834 -0.6581
39 C -0.4352 -1.7545 1.5279
40 O -0.7687 -2.1830 2.6027
41 O -0.6025 -0.5144 1.1137
42 H 1.7837 -4.3409 -2.5481
43 H 1.4017 -5.6297 -0.4305
44 H 0.3793 -4.4615 1.5441
45 N -3.0152 1.1063 0.6101
46 C -4.0831 0.3472 -0.0436
47 C -3.7985 -1.1458 -0.0827
48 C -2.5969 -1.6063 -0.8878
49 O -2.3253 -2.7787 -0.9996
50 O -1.9080 -0.6267 -1.4623
51 H -2.6492 0.6073 1.4143
52 H -3.3656 1.9968 0.9400
53 H -4.1961 0.7176 -1.0664
54 H -5.0503 0.4787 0.4554
55 H -4.6614 -1.6682 -0.5013
56 H -3.6707 -1.5467 0.9275

***

Which one sits at the bottom of the stability order? i does.

***

i | Entry from the OMol25 dataset: the ion C6H8N3O with charge +1 (wB97M-V/def2-TZVPD).

net charge = +1
SMILES = Cc1[nH+]cncc1NC=O
highest occupied orbital energy = -13.963 eV
E_LUMO = -4.93 eV

Geometry (Å):
1 C -0.4577 -1.6080 0.0268
2 C 0.4621 -0.4718 -0.1531
3 N 1.7461 -0.6764 -0.4723
4 C 2.6262 0.3418 -0.5853
5 N 2.2889 1.5581 -0.2927
6 C 1.0397 1.8281 0.0371
7 C 0.0135 0.8640 0.0174
8 N -1.2773 1.2891 0.2987
9 C -2.5768 1.0563 -0.1841
10 O -2.9808 0.2493 -0.9617
11 H -0.0150 -2.5553 -0.2650
12 H -1.3806 -1.4449 -0.5387
13 H -0.7639 -1.6652 1.0732
14 H 2.0514 -1.6405 -0.6133
15 H 3.6385 0.1337 -0.8959
16 H 0.8496 2.8550 0.3219
17 H -1.2497 2.1762 0.7939
18 H -3.2338 1.8004 0.2886

***

ii | Entry from the OMol25 dataset: the ion C6H8N3O with charge +1 (wB97M-V/def2-TZVPD).

net charge = +1
SMILES = C=Nn1cc(C=O)[nH+]c1C
highest occupied orbital energy = -13.903 eV
E_LUMO = -4.36 eV

Geometry (Å):
1 C -2.0753 1.6526 -0.3432
2 N -1.5665 0.5463 -0.3895
3 N -0.2725 0.4114 -0.2185
4 C 0.7095 1.2866 -0.1238
5 C 1.9055 0.6092 -0.0309
6 C 3.3450 0.9266 0.1943
7 O 4.1495 0.0620 0.1380
8 N 1.6252 -0.7435 0.0759
9 C 0.3637 -0.9527 -0.0520
10 C -0.5015 -2.0581 0.3181
11 H -3.1344 1.9076 -0.2905
12 H -1.4759 2.4568 -0.0596
13 H 0.6377 2.2820 -0.1944
14 H 3.6977 1.9431 0.3506
15 H 2.4253 -1.3518 -0.0328
16 H -0.1631 -2.9922 -0.2662
17 H -0.3471 -2.4905 1.3021
18 H -1.5344 -1.7788 0.2467

***

Which one sits at the bottom of the stability order? ii does.